Entry 1:
# C19H26N4O3

The molecule C19H26N4O3 (ωB97M-V with the def2-TZVPD basis set, the Open Molecules 2025 dataset).

Geometry as ORCA input:
```
! RIJCOSX wB97M-V def2-TZVPD def2/J DEFGRID3
* xyz 0 1
C 1.87 -3.12 -1.78
C 3.13 -2.27 -1.80
C 3.12 -1.07 -0.83
C 2.79 -1.57 0.58
C 2.89 -0.45 1.60
C 1.94 0.65 1.17
C 2.28 1.09 -0.25
N 2.20 0.00 -1.21
C 2.44 0.51 -2.57
C 1.45 -0.05 -3.60
C 0.12 0.71 -3.62
N -0.49 0.81 -2.31
C -0.96 -0.25 -1.66
O -1.04 -1.38 -2.18
C -1.41 -0.03 -0.27
C -1.85 -1.14 0.48
O -1.91 -2.34 -0.04
N -2.23 -1.04 1.76
C -2.20 0.13 2.35
C -2.60 0.24 3.71
C -2.58 1.44 4.35
C -2.14 2.59 3.65
C -1.76 2.47 2.36
N -1.79 1.28 1.71
C -1.36 1.25 0.34
O -0.99 2.31 -0.16
H 0.98 -2.51 -1.84
H 1.82 -3.72 -0.87
H 1.88 -3.81 -2.62
H 3.31 -1.91 -2.81
H 3.99 -2.89 -1.53
H 4.16 -0.67 -0.81
H 1.76 -1.95 0.58
H 3.46 -2.39 0.83
H 2.63 -0.82 2.60
H 3.91 -0.07 1.64
H 0.92 0.26 1.19
H 1.99 1.51 1.84
H 1.57 1.87 -0.55
H 3.29 1.54 -0.24
H 3.47 0.28 -2.89
H 2.35 1.60 -2.56
H 1.24 -1.09 -3.38
H 1.89 0.02 -4.60
H 0.26 1.73 -3.99
H -0.58 0.18 -4.28
H -0.42 1.67 -1.79
H -1.59 -2.25 -1.00
H -2.92 -0.67 4.18
H -2.88 1.52 5.38
H -2.11 3.55 4.14
H -1.42 3.30 1.75
*
```

Values from the calculation:
max |F|: 0.01725 Eh/bohr
orbital gap: 8.121 eV

Entry 2:
# C19H26N4PSY

A structure of composition C19H26N4PSY (ωB97M-V with the def2-TZVPD basis set, the Open Molecules 2025 dataset).

Geometry as ORCA input:
```
! RIJCOSX wB97M-V def2-TZVPD def2/J DEFGRID3
* xyz 2 1
Y 0.92 -2.08 0.18
N 3.62 0.62 2.65
C 2.64 -0.24 2.25
S 3.18 -1.72 1.47
N 1.41 0.19 2.35
N 0.43 -0.71 2.03
C -0.77 -0.29 2.00
C -1.24 0.97 2.50
C -1.00 1.45 3.81
C -1.38 2.68 4.20
C -1.97 3.54 3.27
C -2.29 3.08 2.00
C -1.94 1.81 1.62
C -1.86 -1.24 1.44
C -3.18 -1.10 1.88
C -4.17 -1.91 1.32
C -3.74 -2.94 0.45
C -2.42 -3.05 0.10
N -1.49 -2.17 0.61
H 4.44 0.14 3.01
H 3.36 1.43 3.24
H -0.34 0.90 4.51
H -1.09 3.18 5.11
H -2.21 4.49 3.60
H -2.66 3.81 1.26
H -2.25 1.49 0.61
H -3.38 -0.32 2.62
H -5.18 -1.75 1.72
H -4.44 -3.59 -0.06
H -2.22 -3.78 -0.62
C 2.75 2.00 -3.04
C 2.31 1.48 -1.68
P 1.26 -0.02 -1.88
C -0.11 0.44 -2.89
C -0.88 -0.76 -3.43
C 2.26 -1.16 -2.87
C 2.21 -2.65 -2.46
H 3.25 2.95 -3.04
H 1.90 2.23 -3.72
H 3.33 1.29 -3.64
H 1.71 2.21 -1.06
H 3.05 1.11 -1.01
H 0.27 0.97 -3.74
H -0.83 1.10 -2.35
H -0.30 -1.39 -4.09
H -1.74 -0.28 -3.99
H -1.24 -1.32 -2.52
H 3.32 -0.85 -2.76
H 1.99 -1.14 -3.92
H 2.73 -2.79 -1.51
H 2.76 -3.24 -3.14
H 1.23 -3.08 -2.40
*
```

Values from the calculation:
max |F|: 0.05589 Eh/bohr
orbital gap: 7.132 eV

| no. | HOMO energy (eV) |
| --- | --- |
| 1 | -8.38 |
| 2 | -14.06 |